[1]
ORCA calculation (ωB97M-V/def2-TZVPD) on a molecular structure, C25H33BINO4S2.

Calculated values
highest occupied orbital energy = -7.59 eV
molar mass = 613.39 g/mol
largest force on an atom = 4.76 eV/Å
total energy = -2446.58902 Eh
2S+1 = 1
gap between HOMO and LUMO = 6.326 eV

Last column: Löwdin charge in e.
Atoms and positions in Å:
1 C 1.20 -0.48 4.61  -0.03
2 C 1.64 -0.24 3.25  -0.15
3 C 0.74 0.21 2.04  -0.06
4 C 1.26 1.36 1.09  -0.13
5 O 2.56 1.90 1.44  -0.09
6 C 0.46 1.86 -0.17  -0.03
7 C 1.00 3.01 -1.16  -0.19
8 C 1.74 4.22 -0.42  -0.25
9 C 3.25 4.49 -0.90  -0.54
10 S 4.31 2.97 -1.05  0.64
11 C -0.93 1.19 -0.51  -0.26
12 C -1.40 0.06 0.44  -0.32
13 C -0.64 -0.45 1.70  -0.12
14 C -1.14 -1.63 2.65  -0.18
15 C -0.17 -2.92 2.49  -0.19
16 C -0.04 -3.42 0.96  -0.20
17 C 1.48 -3.65 0.47  -0.20
18 C 2.43 -2.35 0.63  -0.19
19 C 3.85 -2.53 -0.15  -0.15
20 C 4.03 -1.38 -1.29  -0.21
21 O 3.60 -1.97 -2.56  -0.24
22 C 2.53 -1.18 -3.12  -0.16
23 S -3.01 -0.82 0.06  0.94
24 C -3.88 0.40 -1.01  -0.35
25 C -5.44 0.25 -1.11  -0.06
26 B -6.31 -0.91 -0.40  -0.51
27 O -7.62 -0.55 0.13  0.06
28 O -5.87 -2.30 -0.29  0.06
29 C -6.24 1.27 -2.01  -0.01
30 C -5.44 2.41 -2.72  -0.06
31 C -3.88 2.53 -2.60  0.00
32 C -3.06 1.49 -1.74  -0.34
33 N -1.60 1.68 -1.73  -0.48
34 I -0.86 0.69 -3.41  0.93
35 H 1.13 -1.59 4.93  0.07
36 H 0.96 0.32 5.38  0.07
37 H 2.77 -0.36 3.04  0.12
38 H 2.39 2.41 2.27  0.12
39 H 1.67 2.46 -1.93  0.09
40 H 0.16 3.48 -1.79  0.11
41 H 1.70 4.14 0.74  0.11
42 H 1.16 5.19 -0.65  0.11
43 H 3.75 5.14 -0.08  0.08
44 H 3.33 5.13 -1.86  0.09
45 H 5.01 2.72 0.11  -0.13
46 H -1.21 -1.27 3.75  0.11
47 H -2.20 -2.01 2.40  0.09
48 H 0.84 -2.81 3.01  0.08
49 H -0.71 -3.78 3.06  0.11
50 H -0.58 -4.43 0.85  0.11
51 H -0.53 -2.71 0.20  0.10
52 H 1.47 -3.95 -0.63  0.11
53 H 1.91 -4.49 1.13  0.12
54 H 2.71 -2.26 1.74  0.09
55 H 1.97 -1.39 0.22  0.09
56 H 3.97 -3.55 -0.63  0.11
57 H 4.73 -2.37 0.60  0.11
58 H 3.49 -0.41 -1.04  0.10
59 H 5.14 -1.10 -1.44  0.13
60 H 1.99 -1.83 -3.90  0.10
61 H 2.92 -0.24 -3.64  0.09
62 H 1.79 -0.83 -2.30  0.05
63 H -7.41 0.02 0.91  0.11
64 H -6.11 -2.55 0.63  0.11
65 H -7.38 1.19 -2.15  0.11
66 H -6.00 3.17 -3.38  0.09
67 H -3.37 3.39 -3.15  0.10


[2]
ORCA calculation (ωB97M-V/def2-TZVPD) on 6 unconnected molecules or ions with the total composition C29H29ClNO8.

Calculated values
highest occupied orbital energy = -5.66 eV
total charge = -1
molar mass = 555.00 g/mol
largest force on an atom = 7.04 eV/Å
total energy = -2239.12904 Eh
2S+1 = 1
gap between HOMO and LUMO = 7.967 eV

Last column: Löwdin charge in e.
Atoms and positions in Å:
1 Cl -35.34 5.18 0.23  0.11
2 N -33.90 11.66 0.97  0.02
3 C -33.83 10.90 2.02  -0.24
4 C -33.85 9.51 2.10  -0.07
5 C -34.49 8.90 1.00  -0.06
6 C -34.79 9.66 -0.23  -0.08
7 C -34.27 10.97 -0.20  -0.16
8 H -33.46 11.64 2.92  0.14
9 H -33.75 8.89 2.97  0.09
10 H -34.68 7.78 0.99  0.06
11 H -35.12 9.08 -1.31  0.16
12 H -34.44 11.55 -1.15  0.10
13 C -30.95 6.31 -4.60  0.02
14 C -32.45 6.16 -4.31  0.00
15 C -32.84 6.24 -3.01  -0.33
16 C -31.94 6.44 -1.99  0.00
17 C -30.51 6.59 -2.27  -0.01
18 C -29.97 6.54 -3.57  -0.42
19 O -28.69 6.67 -3.83  0.04
20 O -34.22 6.43 -2.74  0.02
21 H -30.74 6.11 -5.77  0.13
22 H -33.30 6.17 -4.95  0.10
23 H -32.15 6.72 -0.99  0.10
24 H -29.81 6.62 -1.41  0.11
25 H -28.06 6.41 -3.11  0.15
26 H -34.60 6.36 -1.94  -0.07
27 C -38.14 9.85 -0.53  -0.01
28 C -37.82 8.36 -0.36  0.00
29 C -38.13 7.78 0.84  -0.25
30 C -38.81 8.63 1.86  -0.03
31 C -38.84 9.96 1.77  -0.05
32 C -38.56 10.65 0.51  -0.34
33 O -38.50 12.01 0.61  -0.03
34 O -38.22 6.35 0.99  -0.07
35 H -38.05 10.39 -1.40  0.06
36 H -37.29 8.04 -1.18  0.06
37 H -39.21 8.19 2.79  0.12
38 H -39.19 10.59 2.57  0.10
39 H -38.15 12.57 -0.27  0.20
40 H -37.46 5.83 0.59  -0.03
41 C -31.95 5.17 4.13  0.01
42 C -30.73 4.18 4.46  -0.02
43 C -30.44 3.16 3.61  -0.41
44 C -31.41 2.86 2.68  -0.05
45 C -32.49 3.68 2.21  0.00
46 C -32.80 4.81 3.05  -0.34
47 O -33.66 5.82 2.60  -0.12
48 O -29.56 2.16 3.95  -0.04
49 H -31.98 6.20 4.76  0.13
50 H -30.18 4.32 5.46  0.11
51 H -31.38 1.92 2.17  0.10
52 H -33.06 3.63 1.18  0.12
53 H -34.01 5.66 1.60  -0.06
54 H -29.30 2.03 4.98  0.17
55 C -39.56 0.98 -2.95  0.01
56 C -38.18 1.32 -2.53  -0.01
57 C -37.74 2.52 -1.98  -0.39
58 C -38.73 3.53 -2.10  0.02
59 C -40.05 3.29 -2.58  0.01
60 C -40.49 2.02 -3.01  -0.38
61 O -41.66 1.95 -3.61  0.06
62 O -36.60 2.79 -1.42  0.04
63 H -39.59 -0.02 -3.18  0.06
64 H -37.44 0.45 -2.40  0.12
65 H -38.43 4.33 -1.63  0.05
66 H -40.64 4.14 -2.59  0.08
67 H -41.86 2.59 -4.25  0.08
68 H -36.32 3.60 -0.94  -0.02


[3]
ORCA calculation (ωB97M-V/def2-TZVPD) on 9 unconnected molecules or ions with the total composition C41H41F2N7O6.

Calculated values
SMILES = O=C1OC[C@@H](F)O1.O=C1OC[C@@H](F)O1.c1ccncc1.c1ccncc1.c1ccncc1.c1ccncc1.c1ccncc1.c1ccncc1.c1ccncc1
highest occupied orbital energy = -9.22 eV
molar mass = 765.82 g/mol
largest force on an atom = 4.25 eV/Å
total energy = -2621.32868 Eh
2S+1 = 1
gap between HOMO and LUMO = 9.586 eV

Last column: Löwdin charge in e.
Atoms and positions in Å:
1 N 0.60 4.86 -0.77  0.06
2 C 0.10 4.78 -1.98  -0.15
3 C 0.88 5.08 -3.12  -0.07
4 C 2.22 5.43 -2.95  -0.07
5 C 2.72 5.47 -1.67  -0.06
6 C 1.86 5.27 -0.61  -0.14
7 H -0.93 4.38 -2.09  0.11
8 H 0.43 5.01 -4.07  0.08
9 H 2.81 5.58 -3.82  0.09
10 H 3.72 5.76 -1.43  0.10
11 H 2.14 5.23 0.38  0.09
12 N -1.28 -3.04 -2.37  0.05
13 C -1.05 -2.41 -1.26  -0.16
14 C -2.13 -1.77 -0.54  -0.06
15 C -3.43 -2.09 -0.89  -0.10
16 C -3.61 -2.76 -2.04  -0.09
17 C -2.50 -3.11 -2.81  -0.15
18 H -0.01 -2.23 -0.85  0.10
19 H -1.93 -1.10 0.30  0.09
20 H -4.34 -1.68 -0.36  0.12
21 H -4.57 -3.01 -2.46  0.10
22 H -2.57 -3.57 -3.82  0.12
23 N -0.12 -4.22 1.35  0.06
24 C -1.40 -4.55 1.40  -0.15
25 C -2.31 -3.76 2.14  -0.06
26 C -1.89 -2.68 2.93  -0.03
27 C -0.53 -2.40 2.78  -0.07
28 C 0.31 -3.19 2.05  -0.17
29 H -1.74 -5.44 0.84  0.12
30 H -3.29 -4.14 2.16  0.08
31 H -2.53 -2.18 3.63  0.08
32 H -0.07 -1.64 3.33  0.08
33 H 1.33 -2.90 1.89  0.09
34 N -2.93 -0.71 6.62  0.04
35 C -4.22 -0.69 6.14  -0.13
36 C -4.51 -0.12 4.91  -0.09
37 C -3.50 0.42 4.14  -0.07
38 C -2.18 0.22 4.56  -0.08
39 C -1.92 -0.32 5.85  -0.14
40 H -4.95 -1.12 6.81  0.10
41 H -5.54 -0.09 4.60  0.09
42 H -3.71 0.96 3.18  0.11
43 H -1.44 0.48 3.84  0.07
44 H -0.93 -0.39 6.23  0.10
45 N -0.30 0.74 -2.39  0.07
46 C -1.56 1.04 -2.63  -0.12
47 C -2.03 1.67 -3.82  -0.04
48 C -1.11 2.14 -4.73  -0.08
49 C 0.24 1.91 -4.43  -0.06
50 C 0.57 1.20 -3.26  -0.16
51 H -2.28 0.87 -1.81  0.10
52 H -3.05 1.85 -4.05  0.10
53 H -1.32 2.71 -5.61  0.10
54 H 1.02 2.18 -5.15  0.11
55 H 1.59 1.14 -2.91  0.09
56 N 4.10 -2.32 -0.18  0.05
57 C 3.54 -3.51 -0.04  -0.13
58 C 2.48 -3.87 -0.88  -0.09
59 C 2.08 -3.07 -1.89  -0.08
60 C 2.61 -1.74 -1.98  -0.02
61 C 3.62 -1.45 -1.03  -0.17
62 H 3.95 -4.22 0.65  0.11
63 H 1.92 -4.76 -0.64  0.10
64 H 1.12 -3.32 -2.38  0.09
65 H 2.18 -0.98 -2.59  0.07
66 H 4.02 -0.48 -0.98  0.09
67 N -4.77 1.25 0.06  0.04
68 C -5.79 1.83 -0.55  -0.15
69 C -5.76 3.18 -0.88  -0.06
70 C -4.61 3.94 -0.58  -0.09
71 C -3.60 3.37 0.14  -0.04
72 C -3.71 1.94 0.38  -0.16
73 H -6.61 1.17 -0.73  0.10
74 H -6.64 3.54 -1.38  0.09
75 H -4.68 4.94 -0.87  0.08
76 H -2.66 3.94 0.40  0.12
77 H -2.84 1.36 0.85  0.11
78 C 7.81 -3.15 0.26  0.01
79 C 7.31 -2.19 1.37  -0.32
80 O 7.80 -0.91 0.97  0.12
81 C 8.63 -1.02 -0.12  -0.56
82 O 9.27 -0.09 -0.51  0.16
83 O 8.76 -2.29 -0.49  0.07
84 F 7.78 -2.45 2.59  0.08
85 H 6.98 -3.40 -0.42  0.13
86 H 8.30 -4.04 0.69  0.14
87 H 6.26 -2.14 1.39  0.12
88 C 1.61 1.44 0.26  -0.08
89 C 0.67 0.32 0.44  -0.26
90 O -0.41 0.96 1.10  0.09
91 C 0.03 2.04 1.73  -0.58
92 O -0.64 2.53 2.59  0.17
93 O 1.24 2.35 1.27  0.09
94 F 1.25 -0.66 1.29  0.01
95 H 1.63 1.95 -0.69  0.12
96 H 2.68 1.11 0.45  0.16
97 H 0.26 -0.19 -0.43  0.10


[4]
ORCA calculation (ωB97M-V/def2-TZVPD) on a molecular structure, C41H44BrHoN3O2PS.

Calculated values
highest occupied orbital energy (alpha / beta) = -7.69 / -7.68 eV
molar mass = 918.70 g/mol
largest force on an atom = 0.29 eV/Å
total energy = -6165.25392 Eh
2S+1 = 5
gap between HOMO and LUMO (alpha / beta) = 7.574 / 7.575 eV

Last column: Löwdin charge in e.
Atoms and positions in Å:
1 Ho -0.33 -0.07 -0.15  1.48
2 N 1.89 0.66 0.68  0.02
3 C 2.31 0.11 1.94  -0.24
4 C 3.49 -0.61 1.98  -0.03
5 C 3.94 -1.17 3.16  -0.09
6 C 3.20 -0.99 4.32  -0.08
7 C 2.02 -0.28 4.27  -0.03
8 C 1.52 0.28 3.09  -0.14
9 C 0.18 0.93 3.11  -0.25
10 C -0.09 1.84 4.13  -0.05
11 C -1.37 2.33 4.31  -0.09
12 C -2.40 1.86 3.51  -0.09
13 C -2.11 0.95 2.50  -0.17
14 C -0.81 0.50 2.21  -0.21
15 H 2.65 0.65 0.01  0.08
16 H 1.57 1.63 0.77  0.07
17 H 4.07 -0.72 1.07  0.11
18 H 4.87 -1.73 3.18  0.10
19 H 3.54 -1.41 5.26  0.10
20 H 1.43 -0.16 5.17  0.11
21 H 0.71 2.17 4.79  0.11
22 H -1.57 3.06 5.09  0.10
23 H -3.42 2.20 3.67  0.10
24 H -2.95 0.58 1.91  0.09
25 Br -3.24 -2.11 -1.58  0.86
26 C -3.72 -0.33 -1.16  -0.72
27 C -5.05 0.04 -1.26  -0.10
28 C -5.37 1.36 -0.97  -0.03
29 C -4.37 2.24 -0.60  0.02
30 C -3.07 1.77 -0.53  -0.19
31 N -2.75 0.49 -0.80  0.01
32 C -1.92 2.70 -0.15  -0.63
33 O -2.17 3.87 0.08  0.08
34 O -0.78 2.13 -0.16  -0.25
35 H -5.79 -0.68 -1.56  0.10
36 H -6.40 1.69 -1.03  0.12
37 H -4.54 3.28 -0.37  0.13
38 C -1.76 -1.22 5.46  -0.05
39 C -1.61 -2.74 5.54  -0.55
40 C -0.47 -3.06 6.51  -0.04
41 C -2.93 -3.31 6.08  -0.05
42 C -1.29 -3.35 4.18  -0.15
43 C -1.24 -4.75 4.06  -0.03
44 C -0.93 -5.37 2.87  -0.08
45 C -0.65 -4.56 1.77  -0.47
46 S -0.21 -5.04 0.17  1.13
47 C -0.04 -3.38 -0.27  -0.56
48 N -0.33 -2.51 0.66  0.01
49 C -0.67 -3.17 1.86  -0.26
50 C -1.00 -2.57 3.07  0.06
51 C 0.35 -3.01 -1.64  -0.32
52 C 0.70 -4.02 -2.54  -0.08
53 C 1.02 -3.70 -3.84  -0.09
54 C 0.97 -2.37 -4.23  -0.09
55 C 0.63 -1.38 -3.32  -0.16
56 C 0.30 -1.65 -1.98  -0.21
57 H -1.99 -0.82 6.45  0.09
58 H -2.57 -0.93 4.78  0.09
59 H -0.85 -0.73 5.10  0.06
60 H -0.68 -2.63 7.49  0.09
61 H 0.48 -2.65 6.15  0.08
62 H -0.34 -4.14 6.63  0.08
63 H -3.16 -2.86 7.04  0.08
64 H -2.87 -4.39 6.23  0.07
65 H -3.75 -3.11 5.39  0.09
66 H -1.45 -5.37 4.92  0.11
67 H -0.90 -6.45 2.79  0.11
68 H -1.02 -1.49 3.12  0.07
69 H 0.75 -5.06 -2.23  0.08
70 H 1.30 -4.48 -4.54  0.10
71 H 1.21 -2.10 -5.26  0.10
72 H 0.61 -0.37 -3.69  0.03
73 C -0.45 3.14 -4.72  -0.14
74 C -0.57 2.19 -3.54  -0.40
75 P 0.93 2.00 -2.47  0.94
76 C 2.29 1.76 -3.69  -0.41
77 C 3.49 1.04 -3.07  -0.16
78 C 1.16 3.75 -1.94  -0.40
79 C 2.23 3.95 -0.88  -0.14
80 H -1.39 3.20 -5.27  0.07
81 H 0.31 2.81 -5.43  0.06
82 H -0.19 4.15 -4.41  0.06
83 H -0.86 1.20 -3.88  0.07
84 H -1.36 2.53 -2.86  0.07
85 H 2.59 2.73 -4.11  0.08
86 H 1.91 1.18 -4.53  0.07
87 H 3.92 1.61 -2.25  0.05
88 H 4.28 0.87 -3.81  0.07
89 H 3.18 0.06 -2.69  0.06
90 H 0.20 4.08 -1.55  0.07
91 H 1.39 4.35 -2.82  0.07
92 H 1.94 3.49 0.07  0.05
93 H 2.37 5.02 -0.67  0.08
94 H 3.20 3.55 -1.17  0.06


[5]
ORCA calculation (ωB97M-V/def2-TZVPD) on C3H6NP in the gas phase.

Calculated values
SMILES = CPCC#N
highest occupied orbital energy = -9.61 eV
molar mass = 87.06 g/mol
largest force on an atom = 5.76 eV/Å
total energy = -513.94765 Eh
2S+1 = 1
gap between HOMO and LUMO = 10.397 eV

Last column: Löwdin charge in e.
Atoms and positions in Å:
1 C 0.32 0.21 -1.70  -0.30
2 C 0.47 0.47 1.35  -0.35
3 C -0.31 -1.01 -0.85  -0.41
4 N 0.76 1.06 -2.30  0.11
5 P -1.09 -0.32 0.66  0.81
6 H 1.27 -0.19 1.04  0.02
7 H 0.37 0.48 2.47  0.03
8 H 0.54 1.52 1.21  0.02
9 H -1.18 -1.12 -1.55  0.06
10 H 0.36 -1.93 -0.53  0.11
11 H -1.52 0.82 0.20  -0.11


[6]
ORCA calculation (ωB97M-V/def2-TZVPD) on a gas-phase ion, CH4N3OS (charge +1).

Calculated values
highest occupied orbital energy = -14.44 eV
total charge = +1
molar mass = 106.13 g/mol
largest force on an atom = 4.11 eV/Å
total energy = -677.73897 Eh
2S+1 = 1
gap between HOMO and LUMO = 8.713 eV

Last column: Löwdin charge in e.
Atoms and positions in Å:
1 C -0.24 -1.13 -0.48  -0.08
2 N -1.22 -0.73 0.01  0.02
3 N 0.70 -1.76 -1.06  0.19
4 N -0.51 2.06 0.85  -0.32
5 O -2.21 -0.22 0.60  -0.22
6 S -2.00 1.74 1.21  1.09
7 H 0.62 -2.53 -1.75  0.18
8 H 1.57 -1.79 -0.53  0.15
9 H -0.48 2.83 0.21  0.00
10 H -1.65 1.57 2.51  0.01